This record from OMol25 describes C13H23BFeN6Si as an isolated structure at a distorted geometry. The level of theory is ωB97M-V/def2-TZVPD.

Structure (ORCA input):
```
! RIJCOSX wB97M-V def2-TZVPD def2/J DEFGRID3
* xyz 2 5
H 2.052 -1.599 0.067
Fe -0.448 0.427 -0.495
H -2.565 2.826 0.347
C 0.166 3.460 -2.951
C 2.848 -1.393 -2.017
Si -1.573 0.768 1.390
N 1.027 -0.292 -1.288
H 0.422 2.275 1.791
H 0.533 0.737 2.714
H -3.470 2.232 1.779
H -3.118 -1.262 -0.916
C -0.228 3.346 -0.744
H 0.414 3.716 -3.972
H -0.607 -3.125 1.987
B 0.193 0.858 -3.420
C -0.147 1.535 2.375
H -1.577 -1.259 2.860
H -3.686 -1.946 -3.490
H -2.910 -0.116 3.204
C 2.000 -1.173 -0.932
C -2.334 -0.606 2.406
H -0.384 3.547 0.307
N -0.171 2.069 -1.212
H -3.635 1.417 0.192
C 2.362 -0.604 -3.067
H -0.985 -2.356 0.421
C -2.886 -1.301 -3.164
H 2.731 -0.421 -4.069
N -1.531 -0.130 -1.803
H 3.697 -2.044 -2.022
H 0.569 -2.002 1.268
N 1.263 0.027 -2.647
N 0.054 2.166 -2.609
H 0.456 0.997 -4.577
N -1.134 0.082 -3.146
C -0.039 4.233 -1.803
H -3.019 -1.207 1.795
C -1.944 -0.620 -3.951
C -2.940 1.935 0.866
H -0.036 5.297 -1.711
H -1.795 -0.559 -5.021
C -2.614 -0.967 -1.834
H -0.607 2.017 3.247
C -0.186 -2.756 1.054
H 0.306 -3.561 0.500
*
```

Properties
- Maximum force: 4.8 eV/A
- Total energy: -65719.789 eV
- Gap between HOMO and LUMO (alpha / beta): 0.2303 / 0.2433 hartree
- HOMO level (alpha / beta): -15.8 / -15.7 eV



This record from OMol25 describes an isolated ion of composition C13H23BN3O4 and charge +1 at a distorted geometry. The level of theory is ωB97M-V/def2-TZVPD.

Structure (ORCA input):
```
! RIJCOSX wB97M-V def2-TZVPD def2/J DEFGRID3
* xyz 1 1
H -4.790 1.088 -0.135
H 3.721 -4.221 2.145
C -4.329 0.167 0.434
C -2.680 -0.111 0.490
H 1.943 1.563 -1.174
H 1.382 0.396 1.219
O 1.568 -1.250 -0.791
N -1.653 0.745 -0.155
H -1.114 -1.774 1.561
H 1.817 4.633 -0.037
H 4.020 -2.442 0.536
H 2.957 -2.863 3.353
C 1.513 2.035 -0.167
H -2.043 3.416 -2.205
H 0.028 -2.458 -2.317
C 2.810 4.071 0.224
C -2.247 -1.444 1.399
H -3.699 0.740 -2.303
C 2.978 -2.319 1.085
H 3.638 4.317 -0.588
H -1.358 -2.457 -1.041
H 0.743 -2.786 0.605
B -2.082 1.546 -1.340
C -3.356 -2.432 2.150
H -6.594 -0.553 1.078
H 0.702 2.830 -0.536
H -3.037 -3.366 2.818
C -4.970 -2.142 2.046
H 1.849 -4.007 2.325
N 0.761 1.033 0.676
C 2.878 -3.428 2.328
H 2.019 -3.436 -0.655
H 2.953 -1.238 1.539
H -1.297 -1.128 -2.465
O -1.812 3.028 -1.296
O -2.763 1.036 -2.570
O 2.662 2.639 0.524
C -5.437 -0.831 1.175
H 3.212 4.575 1.229
C 1.711 -2.498 0.010
H -5.804 -2.805 2.572
C -0.659 -1.731 -1.665
C -0.255 0.232 -0.167
N 0.251 -0.866 -0.821
*
```

Properties
- Maximum force: 5.9 eV/A
- Total energy: -27171.756 eV
- Gap between HOMO and LUMO: 0.2517 hartree
- HOMO level: -11.4 eV
- Structure (SMILES): CCCON(C)/C(NCOC)=[N+](/B(O)O)c1ccccc1



This record from OMol25 describes C13H23GdO4P as an isolated structure at a distorted geometry. The level of theory is ωB97M-V/def2-TZVPD.

Structure (ORCA input):
```
! RIJCOSX wB97M-V def2-TZVPD def2/J DEFGRID3
* xyz 3 8
P -0.122 -0.026 0.274
C 2.394 0.647 1.229
H 3.377 -1.379 -0.384
H -1.591 2.679 2.434
C -1.047 1.751 2.224
Gd -0.710 0.011 -2.392
O -3.068 -2.637 -2.027
H -0.461 -1.943 3.436
O 1.474 2.699 -3.195
C 1.730 -0.060 0.058
H -0.028 1.861 2.608
H -1.110 3.640 0.340
C 0.086 -1.281 2.751
H 0.129 -0.291 3.223
C 0.888 -1.532 -3.287
O -3.360 2.367 -1.862
H 2.219 0.103 2.158
O 1.722 -2.297 -3.518
H 1.870 -2.013 -1.003
H 0.290 -3.065 0.602
H 3.477 0.669 1.053
H 0.548 2.984 0.305
H -1.329 -2.760 -0.098
C -2.347 -1.767 -2.266
C 0.713 1.833 -3.099
H -2.064 1.355 0.359
C 2.305 -1.472 -0.149
C -1.031 1.538 0.714
C -0.491 2.793 0.001
H 1.935 0.513 -0.873
H 1.101 -1.680 2.632
H 2.053 1.685 1.340
H -1.735 -0.972 1.628
H -1.133 0.398 -4.680
C -0.719 -2.700 0.816
H -1.645 -0.205 -4.549
H -1.177 -3.357 1.565
C -2.571 1.592 -2.216
C -0.692 -1.297 1.435
H -1.549 0.930 2.751
H 2.212 -2.086 0.759
H -0.547 2.775 -1.097
*
```

Properties
- Maximum force: 7.8 eV/A
- Total energy: -52133.890 eV
- Gap between HOMO and LUMO (alpha / beta): 0.2454 / 0.2434 hartree
- HOMO level (alpha / beta): -20.2 / -19.9 eV



This record from OMol25 describes C13H23GeN2O4RhSe as an isolated structure at a distorted geometry. The level of theory is ωB97M-V/def2-TZVPD.

Structure (ORCA input):
```
! RIJCOSX wB97M-V def2-TZVPD def2/J DEFGRID3
* xyz 0 5
H -3.116 -3.675 -1.336
C 0.026 3.797 -0.526
C -1.878 -2.262 -4.218
O -4.008 -1.733 2.317
H -1.573 -3.160 -4.758
C -0.467 2.654 0.070
C 1.378 -1.006 4.050
H 2.245 0.915 0.538
C 1.395 3.933 -0.744
H 1.861 -1.929 4.376
N 1.059 -1.037 1.478
C 1.634 1.752 0.228
H -1.872 -4.757 -1.996
Rh -0.707 -0.378 0.337
H 1.235 5.681 -1.972
H 2.282 5.862 -0.564
O -1.805 -1.503 3.832
C 1.202 -1.044 2.620
H 2.211 0.256 5.584
H -1.631 -3.946 -0.431
H 1.147 -2.334 -1.358
N 0.317 1.628 0.426
H 1.202 -1.689 -3.013
H -1.486 -1.393 -4.746
C -2.043 -3.840 -1.431
C -1.624 -0.548 -1.586
Ge -1.205 -2.329 -2.352
C 0.770 -2.460 -2.375
C 2.158 0.236 4.498
H 2.851 4.942 -1.953
H 1.092 -3.433 -2.745
H 3.172 0.238 4.099
H -1.520 2.546 0.302
C 1.973 5.173 -1.352
O -1.552 -2.167 1.253
C 2.204 2.875 -0.336
H -2.680 -0.424 -1.335
H 3.279 2.919 -0.453
H -0.655 4.585 -0.820
H -2.967 -2.215 -4.215
Se -2.475 -1.342 2.387
H -1.265 0.259 -2.227
H 0.359 -1.014 4.452
O -2.173 0.225 1.829
H 1.651 1.142 4.166
*
```

Properties
- Maximum force: 1.3 eV/A
- Total energy: -149888.655 eV
- Gap between HOMO and LUMO (alpha / beta): 0.2937 / 0.2757 hartree
- Relative energy (zero: lowest compared OMol25 entry of this formula, charge and spin): 17.8 kJ/mol
- HOMO level (alpha / beta): -8.1 / -9.2 eV



This record from OMol25 describes C13H23INOsP as an isolated structure at a distorted geometry. The level of theory is ωB97M-V/def2-TZVPD.

Structure (ORCA input):
```
! RIJCOSX wB97M-V def2-TZVPD def2/J DEFGRID3
* xyz 2 5
H -0.302 -0.519 -3.057
C -1.332 -0.533 2.613
H 1.914 2.045 -2.888
C 1.723 1.754 -0.757
H -3.257 1.343 0.617
H -0.442 -1.737 0.037
H 2.420 -0.980 -1.029
H -1.733 -2.909 0.512
H 0.929 -0.703 3.985
C -4.026 -1.157 1.326
Os -1.635 1.465 0.663
H -4.634 -0.275 1.544
H 0.712 -0.459 -4.522
H -4.087 -1.869 2.157
H -1.333 -1.572 2.990
H 2.490 2.501 -0.481
H 3.222 0.182 3.360
H 0.790 2.319 -0.920
C 2.572 0.750 1.368
H -1.941 -1.856 -0.936
H -2.937 1.210 -0.240
C 0.034 -0.080 2.176
C 2.026 -1.201 -2.034
C 0.523 0.034 -3.556
C 2.397 0.214 2.646
I -1.788 3.706 -0.572
H 3.541 1.168 1.074
P -2.349 -0.585 1.049
C 1.132 -0.221 3.030
H 2.786 -1.792 -2.568
H 1.120 -1.833 -1.958
C 0.192 0.532 0.924
C 2.214 1.260 -2.176
C -1.528 -1.913 0.081
N 1.730 0.020 -2.744
H 0.222 1.071 -3.760
H -1.813 0.142 3.354
H 3.318 1.200 -2.177
C 1.502 0.904 0.470
H -4.374 -1.628 0.400
*
```

Properties
- Maximum force: 4.3 eV/A
- Total energy: -35180.574 eV
- Gap between HOMO and LUMO (alpha / beta): 0.2942 / 0.2197 hartree
- Relative energy (zero: lowest compared OMol25 entry of this formula, charge and spin): 95.8 kJ/mol
- HOMO level (alpha / beta): -14.5 / -15.3 eV



This record from OMol25 describes C13H23MoN5O2PS4 as an isolated structure at a distorted geometry. The level of theory is ωB97M-V/def2-TZVPD.

Structure (ORCA input):
```
! RIJCOSX wB97M-V def2-TZVPD def2/J DEFGRID3
* xyz 0 2
H -4.231 -2.166 2.549
Mo 0.057 0.209 -0.240
C 1.977 -0.811 -2.180
H 1.141 1.608 -0.035
C 0.902 -3.208 2.074
C 0.317 4.692 0.351
H -2.362 -3.433 4.615
H 0.219 -5.235 2.289
C 2.819 -0.796 -4.460
C 4.219 -1.627 -2.647
H -3.139 4.851 -1.754
S 2.147 -1.045 -0.467
C 1.039 -4.606 2.635
H 2.001 3.056 -0.434
H 1.757 -2.584 2.342
H -3.450 2.566 1.132
H -2.696 5.867 -0.371
H 0.673 5.399 -0.401
H 1.039 2.354 -1.734
C -3.260 -2.522 2.889
H -3.703 -2.332 4.980
N -1.482 1.634 -0.365
C -3.343 -3.092 4.287
C 1.063 2.560 -0.664
C -2.401 4.996 -0.959
N 5.228 -2.060 -2.302
H 1.112 4.543 1.083
O -0.283 -2.620 2.643
H -0.542 5.114 0.863
S 0.445 -0.132 -2.631
H -2.446 1.366 -0.505
C 2.975 -1.085 -3.076
N -0.034 3.411 -0.247
H 1.981 -5.043 2.307
H -4.034 -3.935 4.301
H -2.893 -3.265 2.179
H -1.440 5.192 -1.424
H 1.023 -4.574 3.724
C -1.296 2.924 -0.257
H -4.158 4.147 0.788
S -1.469 -1.731 0.076
N 2.706 -0.543 -5.578
H 0.810 -3.227 0.987
S -0.118 0.355 2.365
N -2.328 3.811 -0.115
O -2.377 -1.376 2.892
P -1.051 -1.374 2.025
C -3.607 3.312 0.355
H -4.219 2.879 -0.445
*
```

Properties
- Maximum force: 2.5 eV/A
- Total energy: -79887.174 eV
- Gap between HOMO and LUMO (alpha / beta): 0.2251 / 0.2357 hartree
- Relative energy (zero: lowest compared OMol25 entry of this formula, charge and spin): 60.7 kJ/mol
- HOMO level (alpha / beta): -7.4 / -7.3 eV



> Which of these has the lowest maximum force?

C13H23GeN2O4RhSe



> The highest maximum force belongs to which entry?

C13H23GdO4P



> The highest total energy belongs to which entry?

C13H23BN3O4



> Which of these has the highest maximum force?

C13H23GdO4P